No. 1
{"formula": "C3H7N3O", "method": "ωB97M-V/def2-TZVPD", "elements": ["C", "C", "C", "H", "H", "H", "H", "H", "H", "H", "N", "N", "N", "O"], "coordinates": [[0.170080, -0.569951, -0.970019], [-0.049135, 0.049923, 1.418178], [-1.189644, -0.662319, 1.357290], [-1.093821, 1.776676, -0.099511], [-1.959279, 1.406615, -1.794622], [0.860139, -1.381117, -1.531113], [2.618618, 0.707930, 0.826049], [0.271175, 0.940981, 2.320122], [-1.993680, -0.719626, 2.131610], [-1.361136, -1.220028, 0.417443], [-1.348032, 1.161849, -1.052941], [-0.643213, 0.181904, -1.607976], [0.759604, -0.055677, 0.288938], [2.211458, -0.429236, 0.437649]], "forces_ev_per_angstrom": [[3.8, 0.4, -0.1], [0.4, 0.9, 2.2], [-0.7, 0.2, 1.0], [-0.8, -2.4, -3.7], [-0.7, 1.6, 0.3], [-2.0, 2.0, 1.4], [-1.6, -5.4, -1.9], [-0.9, -3.2, -2.8], [0.9, 0.6, -0.8], [0.1, 0.0, 0.9], [0.9, 1.3, 2.6], [0.3, -2.0, 0.4], [1.1, 0.0, -1.5], [-0.7, 5.9, 2.1]], "energy_ev": -9735.1193, "spin_multiplicity": 1, "e_homo_ev": -8.033, "relative_energy_ev": 7.9140, "homo_lumo_gap_ev": 8.39, "lumo_ev": 0.4}


No. 2
{"formula": "C21H22N6O3PRu", "method": "ωB97M-V/def2-TZVPD", "elements": ["Ru", "N", "C", "C", "N", "C", "C", "N", "C", "C", "N", "H", "H", "H", "H", "H", "H", "O", "C", "O", "C", "P", "C", "C", "C", "C", "C", "C", "C", "C", "C", "C", "C", "C", "H", "H", "H", "H", "H", "H", "H", "H", "H", "H", "H", "H", "N", "C", "N", "O", "H", "H", "H", "H"], "coordinates": [[0.885088, -0.687456, 0.292344], [4.025726, 1.141366, 2.322773], [3.093334, 1.771146, 3.114443], [1.873833, 1.384839, 2.650839], [2.056720, 0.542123, 1.581146], [3.365621, 0.406461, 1.414293], [3.784760, -0.529830, 0.393022], [2.808192, -1.166647, -0.235329], [3.386692, -2.034838, -1.127364], [4.737375, -1.912093, -1.023028], [4.971814, -0.952883, -0.063850], [5.024934, 1.219848, 2.430170], [3.375183, 2.420330, 3.924299], [0.894547, 1.652861, 3.006344], [2.798455, -2.685345, -1.753126], [5.539164, -2.412335, -1.536286], [5.883751, -0.648984, 0.238717], [0.196081, -2.829359, -2.938159], [0.034071, -1.943713, -2.158114], [0.186539, -2.102387, -0.824575], [-0.380709, -0.523055, -2.529905], [0.598998, 0.614031, -1.505333], [2.122683, 0.990681, -2.375673], [2.527878, 0.230667, -3.470897], [3.729916, 0.520623, -4.101400], [4.527074, 1.556487, -3.635361], [4.125246, 2.313580, -2.539156], [2.923189, 2.034877, -1.910577], [-0.330361, 2.129033, -1.275336], [-0.140399, 2.920757, -0.145211], [-0.795809, 4.136015, -0.034262], [-1.643497, 4.561815, -1.048387], [-1.837242, 3.774473, -2.175332], [-1.180022, 2.560592, -2.294629], [-1.424082, -0.388334, -2.230393], [-0.302093, -0.354675, -3.601477], [1.918830, -0.580175, -3.851838], [4.035061, -0.055041, -4.964750], [5.454815, 1.790119, -4.140619], [4.734277, 3.139818, -2.197107], [2.591967, 2.652616, -1.082237], [0.514394, 2.588382, 0.649033], [-0.646841, 4.752994, 0.841773], [-2.153641, 5.511590, -0.960952], [-2.498277, 4.105985, -2.964250], [-1.332890, 1.962832, -3.185056], [-2.847215, -0.276946, 2.173021], [-1.905066, -0.848325, 1.420757], [-2.000117, -2.138796, 1.104957], [-0.936369, -0.119327, 1.024462], [-3.677612, -0.764046, 2.462828], [-2.753879, 0.697147, 2.403105], [-2.773608, -2.701465, 1.416790], [-1.348893, -2.535160, 0.439748]], "forces_ev_per_angstrom": [[-0.2, 0.2, 0.0], [0.0, 0.0, 0.0], [0.0, 0.0, 0.0], [0.0, 0.0, 0.0], [-0.1, -0.1, 0.0], [0.0, 0.0, 0.0], [0.0, 0.0, 0.0], [0.2, 0.0, -0.1], [0.0, 0.0, 0.0], [0.0, 0.1, 0.0], [0.0, 0.0, 0.0], [0.0, 0.0, 0.0], [0.0, 0.0, 0.0], [0.0, 0.0, 0.0], [0.0, 0.0, 0.0], [0.0, 0.0, 0.0], [0.0, 0.0, 0.0], [0.1, 0.0, 0.0], [-0.1, 0.2, 0.0], [-0.1, -0.2, 0.1], [0.0, -0.1, 0.0], [0.0, 0.0, 0.1], [0.0, 0.0, 0.0], [0.0, 0.0, 0.0], [0.0, 0.0, 0.0], [0.0, 0.0, 0.0], [0.0, 0.0, 0.0], [0.0, 0.0, 0.0], [0.1, 0.0, 0.0], [0.0, 0.0, 0.0], [0.0, 0.0, 0.0], [0.0, 0.0, 0.0], [0.0, 0.0, 0.0], [0.0, 0.0, 0.0], [0.0, 0.0, 0.0], [0.0, 0.0, 0.0], [0.0, 0.0, 0.0], [0.0, 0.0, 0.0], [0.0, 0.0, 0.0], [0.0, 0.0, 0.0], [0.0, 0.0, 0.0], [0.0, 0.0, 0.0], [0.0, 0.0, 0.0], [0.0, 0.0, 0.0], [0.0, 0.0, 0.0], [0.0, 0.0, 0.0], [0.0, 0.0, 0.0], [-0.1, 0.1, 0.0], [0.1, 0.0, 0.0], [0.1, -0.1, 0.0], [0.0, 0.0, 0.0], [0.0, 0.0, 0.0], [0.0, 0.0, 0.0], [0.0, 0.0, 0.0]], "energy_ev": -49077.8784, "total_charge": 2, "spin_multiplicity": 2, "e_homo_ev": [-14.738, -14.717], "relative_energy_ev": 0.0000, "homo_lumo_gap_ev": [8.11, 7.54], "lumo_ev": [-6.6, -7.2]}


No. 3
{"formula": "C4H9NOS2", "method": "ωB97M-V/def2-TZVPD", "elements": ["S", "S", "C", "C", "C", "O", "N", "C", "H", "H", "H", "H", "H", "H", "H", "H", "H"], "coordinates": [[3.294754, -2.404005, 0.930348], [1.509642, -2.139184, 0.523206], [0.665921, -0.734992, 1.055002], [-0.023228, -0.017007, -0.196493], [-0.968998, -0.961698, -0.979645], [-2.058701, -1.119091, -0.496398], [-0.699930, 1.175547, 0.417532], [-1.327832, 2.065864, -0.612198], [4.126515, -1.575161, 0.318514], [1.368578, -0.032948, 1.558379], [-0.041225, -1.020511, 1.719697], [0.892821, 0.465077, -0.871697], [-0.555117, -1.439392, -1.888807], [-1.611608, 0.789029, 1.043160], [-0.588011, 2.225364, -1.389393], [-2.291490, 1.836955, -1.080780], [-1.692090, 2.886153, -0.050428]], "forces_ev_per_angstrom": [[3.3, -1.8, 1.2], [-3.3, -1.6, -1.0], [2.5, 3.7, -2.5], [1.9, 2.6, -0.1], [0.2, 0.6, 1.3], [0.3, -0.5, -0.9], [-3.3, -2.4, 0.7], [-0.1, -0.8, 0.4], [0.0, 1.4, -0.2], [-0.6, -0.3, -0.5], [-2.4, -1.3, 2.1], [-2.4, -1.5, 1.4], [-0.5, -0.1, 0.0], [3.3, 1.0, -2.1], [0.0, 0.7, 0.1], [0.3, -1.4, -0.2], [0.7, 1.6, 0.3]], "energy_ev": -29490.5103, "total_charge": 1, "spin_multiplicity": 2, "e_homo_ev": [-13.013, -12.997], "relative_energy_ev": 2.8327, "homo_lumo_gap_ev": [8.81, 4.43], "lumo_ev": [-4.2, -8.6]}


No. 4
{"formula": "CH22O10", "method": "ωB97M-V/def2-TZVPD", "elements": ["O", "H", "H", "H", "C", "O", "H", "H", "H", "O", "H", "H", "O", "H", "H", "O", "H", "H", "O", "H", "H", "O", "H", "H", "O", "H", "H", "O", "H", "H", "O", "H", "H"], "coordinates": [[-0.082000, -0.116485, -0.100061], [0.069000, -0.677485, 0.607939], [0.644000, 0.692515, -0.232061], [-0.055000, -0.460485, -0.907061], [-0.737000, -2.782485, 2.020939], [0.335000, -2.319485, 1.263939], [-1.277000, -1.956485, 2.594939], [-0.485000, -3.345485, 2.919939], [-1.497000, -3.363485, 1.642939], [1.775000, 1.784515, -1.876061], [2.734000, 1.653515, -1.751061], [1.734000, 1.731515, -2.753061], [2.585000, -1.655485, -1.392061], [3.093000, -1.560485, -2.182061], [1.831000, -2.274485, -1.815061], [-1.998000, 0.614515, -2.847061], [-2.302000, 0.706515, -3.643061], [-1.374000, -0.131485, -2.758061], [0.718000, 1.081515, 2.282939], [1.450000, 0.364515, 2.548939], [1.053000, 1.928515, 2.690939], [-0.184000, -1.504485, -2.630061], [-0.683000, -2.304485, -2.785061], [0.347000, -1.448485, -3.510061], [-1.696000, 1.153515, 3.431939], [-1.365000, 2.018515, 3.801939], [-0.860000, 1.003515, 2.837939], [-3.155000, -0.367485, 1.364939], [-2.502000, 0.035515, 1.935939], [-3.391000, -1.136485, 1.677939], [2.134000, 4.218515, -0.647061], [1.569000, 4.982515, -0.828061], [1.572000, 3.435515, -0.967061]], "forces_ev_per_angstrom": [[1.5, 10.1, 0.4], [1.3, -5.2, 4.3], [-2.4, -2.6, 1.1], [-0.1, -3.7, -5.6], [1.6, 2.9, 2.6], [-0.9, 0.8, -0.4], [0.1, -0.2, -0.8], [1.0, -0.7, 0.3], [-1.8, -1.4, -2.1], [1.2, -0.3, 5.5], [-0.5, 0.1, 0.6], [-1.0, -0.2, -5.9], [-3.2, -2.2, -1.3], [1.2, 0.4, -0.7], [2.2, 2.0, 2.2], [3.1, -0.7, 7.7], [-2.6, 0.5, -7.2], [-0.7, 0.4, -0.6], [3.4, -0.8, 1.1], [-2.5, 2.0, -0.8], [-0.4, -1.3, -0.7], [1.8, 0.2, -2.7], [-0.6, -0.5, 0.4], [-1.2, 0.2, 2.3], [2.7, 1.4, -0.9], [-1.1, -1.2, -0.2], [-1.9, -0.3, 1.4], [1.5, 6.4, -3.3], [-0.1, 0.0, 0.5], [-1.6, -6.3, 2.8], [-1.5, -1.3, -0.6], [0.2, -0.1, 0.1], [1.3, 1.6, 0.5]], "energy_ev": -21863.2240, "spin_multiplicity": 1, "e_homo_ev": -6.614, "relative_energy_ev": 5.8912, "homo_lumo_gap_ev": 5.82, "lumo_ev": -0.8}